No. 1
This record from the Open Molecules 2025 dataset describes a molecular structure, C23H27MnN5O4S. The level of theory is wB97M-V/def2-TZVPD.

Structure (XYZ):
```
61
Properties=species:S:1:pos:R:3:forces:R:3:mulliken_spin:R:1
Mn -0.5468 -0.6686 1.2422 -0.098 -0.123 -0.086 1.01
C 1.9574 -3.5355 -0.9814 -0.006 -0.002 -0.020 0.00
C 0.8029 -2.6363 -0.6493 0.180 0.074 -0.085 0.00
N 0.9139 -1.7669 0.2980 0.008 -0.236 0.081 0.00
O 2.1663 -1.8323 0.9173 0.066 0.018 -0.047 0.01
C -1.5999 -2.7790 -0.5362 -0.015 0.040 -0.071 -0.03
C -2.5234 -3.9463 -0.4347 -0.024 0.039 -0.022 0.00
N -1.6992 -1.7255 0.1702 0.324 0.291 0.107 -0.02
O -2.4629 -1.5339 1.2311 -0.383 -0.169 0.043 0.02
H 2.8936 -2.9883 -1.0601 -0.008 0.009 -0.028 0.00
H 1.7657 -4.0975 -1.8880 -0.002 -0.017 0.022 0.00
H 2.0644 -4.2425 -0.1553 0.028 0.029 0.018 0.00
H 1.9639 -1.6314 1.8438 -0.053 -0.059 0.054 0.00
H -1.9535 -4.8746 -0.3969 0.008 -0.003 0.013 0.00
H -3.2106 -4.0066 -1.2824 -0.003 -0.016 0.004 0.00
H -3.1106 -3.8367 0.4765 -0.011 0.000 -0.010 0.00
O 0.2501 -2.1715 3.2152 0.054 -0.123 0.081 0.00
S 0.2354 -0.9694 4.0385 0.022 0.185 0.205 0.00
O 1.3445 -0.7468 4.9288 -0.048 0.020 -0.039 0.00
N 0.0394 0.1595 2.9394 -0.010 -0.271 -0.152 -0.01
C -0.0276 1.5232 3.0466 0.020 0.176 0.110 -0.03
C 0.1568 2.3118 4.1590 -0.005 -0.067 -0.077 0.02
C 0.0550 3.7134 4.0518 -0.011 0.067 -0.030 -0.01
C -0.2172 4.3327 2.8635 0.009 0.011 0.045 0.02
C -0.4143 3.5522 1.6987 0.010 -0.054 0.019 -0.01
C -0.6981 4.0937 0.4261 -0.002 -0.054 -0.039 0.02
C -0.8794 3.2594 -0.6420 0.008 0.059 0.042 -0.01
C -0.7879 1.8708 -0.4478 -0.010 -0.028 0.039 0.02
N -0.5277 1.3265 0.7201 -0.103 0.069 -0.161 -0.01
C -0.3310 2.1522 1.7958 0.055 0.026 0.060 0.00
C -1.2305 -0.9971 5.0425 0.059 0.032 -0.097 0.00
C -2.4734 -0.7835 4.4624 -0.028 -0.052 -0.099 0.00
C -3.6054 -0.8221 5.2608 0.009 -0.006 0.025 0.00
C -3.4917 -1.0766 6.6216 0.020 0.002 -0.011 0.00
C -2.2440 -1.2944 7.1888 -0.041 0.003 -0.003 0.00
C -1.1054 -1.2517 6.3984 0.079 0.034 0.099 0.00
H 0.3980 1.8569 5.1104 0.001 -0.026 -0.010 0.00
H 0.2051 4.3076 4.9441 -0.002 0.022 -0.009 0.00
H -0.2859 5.4106 2.7950 0.002 0.004 0.011 0.00
H -0.7675 5.1688 0.3133 -0.004 0.005 -0.015 0.00
H -1.0962 3.6431 -1.6287 -0.002 0.007 -0.002 0.00
H -0.9391 1.1844 -1.2718 -0.003 -0.013 0.006 0.00
H -2.5593 -0.6149 3.3962 0.002 0.005 0.005 0.00
H -4.5777 -0.6579 4.8159 -0.005 0.001 0.000 0.00
H -4.3784 -1.1051 7.2416 -0.004 -0.002 0.000 0.00
H -2.1550 -1.4935 8.2486 0.001 0.001 0.006 0.00
H -0.1229 -1.4027 6.8243 0.003 0.001 -0.012 0.00
C 0.7031 -1.9990 -3.3791 0.019 0.005 0.006 0.00
C -0.4964 -2.7572 -2.8057 -0.057 -0.062 -0.033 0.00
C -1.7518 -1.9550 -3.1640 0.022 0.011 0.024 0.00
C -0.6039 -4.1529 -3.4243 0.003 0.005 -0.016 0.00
N -0.4066 -2.8430 -1.3143 -0.070 0.108 0.045 0.00
H 0.4991 -1.7499 -4.4206 0.006 -0.016 -0.008 0.00
H 1.6239 -2.5779 -3.3581 0.011 0.006 0.012 0.00
H 0.8669 -1.0677 -2.8339 -0.010 0.015 -0.008 0.00
H -1.8057 -1.8372 -4.2466 0.007 -0.009 -0.004 0.00
H -1.7225 -0.9663 -2.7044 0.000 0.005 -0.002 0.00
H -2.6634 -2.4534 -2.8372 -0.009 0.006 0.013 0.00
H -0.7107 -4.0772 -4.5079 -0.003 -0.001 -0.012 0.00
H -1.4756 -4.6781 -3.0334 -0.009 -0.004 0.001 0.00
H 0.2768 -4.7599 -3.2143 0.003 0.021 0.012 0.00
```
Forces are in eV/Å.

## Properties
- gap between HOMO and LUMO (spin up / spin down) (eV) = 7.351 / 7.122
- total energy (eV) = -82082.2371
- ⟨S²⟩ = 1.211
- multiplicity = 2

=====

No. 2
This record from the Open Molecules 2025 dataset describes a gas-phase ion, C4H10NOS (charge -1) at a distorted geometry. The level of theory is wB97M-V/def2-TZVPD.

Structure (XYZ):
```
17
Properties=species:S:1:pos:R:3:forces:R:3:lowdin_charge:R:1
C 1.8915 -1.1309 -0.1978 1.852 0.667 -0.800 -0.17
N 1.1229 -0.0046 -0.6713 0.251 0.251 0.654 -0.11
C -0.0328 0.3516 0.1540 -1.067 -0.611 -0.190 -0.45
C -1.2475 -0.5882 -0.0892 0.963 -0.086 0.185 -0.29
O -1.7230 -1.0930 1.1624 -1.092 0.402 -0.438 -0.13
C -0.4370 1.8312 0.0298 0.268 -1.067 -0.383 -0.75
S -1.9560 2.2681 0.8999 -0.156 0.044 0.443 0.17
H 1.3702 -1.9569 0.2851 -0.220 0.031 0.032 0.07
H 2.5138 -1.4988 -1.0312 -0.604 -0.386 -0.098 0.07
H 2.7350 -0.7564 0.4153 -0.668 -0.234 0.655 0.07
H 1.0078 -0.0075 -1.6738 -0.547 0.014 0.205 0.10
H 0.1658 0.1850 1.2202 0.629 -0.032 -0.211 0.13
H -1.9427 0.0007 -0.6981 -0.556 -0.351 0.411 0.08
H -0.9690 -1.4940 -0.6391 0.246 0.170 -0.150 0.10
H -2.3453 -0.4169 1.4902 0.414 0.096 0.011 0.03
H -0.6284 1.9966 -1.0366 0.452 0.338 -0.101 0.03
H 0.4747 2.3140 0.3802 -0.165 0.754 -0.224 0.04
```
Forces are in eV/Å.

## Properties
- gap between HOMO and LUMO (eV) = 6.312
- total energy (eV) = -18683.1628
- charge = -1
- structure (SMILES) = CN[C@H](CO)C[S-]
- multiplicity = 1

=====

No. 3
This record from the Open Molecules 2025 dataset describes C5H8O in the gas phase. The level of theory is wB97M-V/def2-TZVPD.

Structure (XYZ):
```
14
Properties=species:S:1:pos:R:3:forces:R:3:lowdin_charge:R:1
C 0.3553 -1.0564 0.5594 -0.161 -0.124 0.294 -0.12
C -1.1191 -0.9632 0.0662 -0.076 -0.003 0.061 -0.11
C -0.7465 0.3233 -0.6706 -0.106 -0.182 -0.234 -0.28
O -0.6748 1.4571 0.2265 -0.011 0.085 -0.042 -0.09
C 0.7696 1.4419 0.1865 0.290 -0.081 0.040 -0.15
C 0.7572 0.0540 -0.4446 0.210 0.078 -0.294 -0.20
H 0.4682 -0.7259 1.5978 0.066 -0.104 -0.158 0.11
H 0.8346 -2.0344 0.4483 -0.074 0.247 -0.065 0.10
H -1.9119 -0.8451 0.8102 0.144 -0.114 -0.041 0.11
H -1.3717 -1.7839 -0.6172 0.021 0.243 0.070 0.11
H -1.2097 0.5812 -1.6304 0.054 -0.046 0.202 0.14
H 1.2426 1.5154 1.1755 -0.224 0.100 -0.116 0.12
H 1.1468 2.2420 -0.4687 -0.047 -0.193 0.128 0.12
H 1.4594 -0.2060 -1.2390 -0.086 0.095 0.155 0.13
```
Forces are in eV/Å.

## Properties
- gap between HOMO and LUMO (eV) = 10.770
- total energy (eV) = -7360.1581
- structure (SMILES) = C1C[C@H]2OC[C@@H]12
- multiplicity = 1

=====

No. 4
This record from the Open Molecules 2025 dataset describes a molecular structure, CH21MnO17P at a distorted geometry. The level of theory is wB97M-V/def2-TZVPD.

Structure (XYZ):
```
41
Properties=species:S:1:pos:R:3:forces:R:3:mulliken_spin:R:1
O -0.0634 -2.9385 -0.6238 -1.431 -0.035 -0.787 0.00
H -0.1319 -2.0224 -0.1965 0.197 0.442 0.572 0.00
H 0.8306 -3.4213 -0.3217 1.863 -1.524 0.081 0.00
H 0.0001 -2.7824 -1.5775 0.359 -0.151 0.211 0.00
Mn 2.0176 -0.5807 1.0550 -0.099 -0.499 -0.461 4.86
C -0.0858 0.3175 -0.1753 0.049 0.873 0.882 -0.05
O -0.0450 -0.7359 0.5760 -1.710 -1.285 -0.028 0.02
O 0.9828 1.0017 -0.0675 0.728 1.167 -0.513 0.00
O -1.1134 0.6840 -0.8302 0.437 -0.235 0.136 0.00
P 2.8967 -2.9654 0.3420 3.173 -0.815 -1.359 -0.03
O 2.1121 -4.1852 -0.1641 -2.162 0.805 0.072 0.00
O 2.5129 -1.6994 -0.5126 -0.255 0.705 -0.737 0.11
O 4.3882 -3.2196 0.3067 -0.699 0.201 0.495 0.00
O 2.3576 -2.4513 1.7195 -0.479 0.492 1.704 0.06
O -3.8183 0.1478 -0.8906 0.238 0.128 0.142 0.00
H -3.9609 -0.7935 -1.0198 0.058 0.009 0.019 0.00
H -2.8560 0.2291 -0.6988 -0.461 -0.052 -0.059 0.00
O 0.7581 4.0486 0.0255 0.091 0.188 0.316 0.00
H -0.0948 3.8733 0.4669 0.285 -0.074 -0.387 0.00
H 0.9758 3.2136 -0.4083 -0.063 -0.097 -0.102 0.00
O -2.4193 -1.4207 2.0570 0.087 -0.047 -0.061 0.00
H -1.7284 -1.2130 1.3985 -0.028 0.060 0.226 0.00
H -2.2026 -0.8641 2.8109 0.008 0.065 -0.085 0.00
O 0.8800 2.5031 2.7587 0.227 -0.090 -0.002 0.00
H 0.9903 2.6500 1.8043 -0.066 0.057 0.188 0.00
H 0.0872 2.9955 2.9884 -0.062 -0.071 -0.183 0.00
O 0.2474 -3.1269 3.3110 0.198 0.092 -0.008 0.00
H 1.0473 -2.9975 2.7369 -0.222 -0.023 0.155 0.01
H -0.3764 -2.4553 3.0156 -0.035 -0.163 -0.116 0.00
O -1.6444 3.1453 0.9848 -0.436 -0.040 -0.048 0.00
H -1.7293 2.4349 0.3207 0.159 -0.039 0.108 0.00
H -2.2703 3.8198 0.6985 -0.013 -0.117 -0.034 0.00
O 3.2677 1.4040 -1.7960 0.007 0.332 -0.002 0.00
H 2.4224 1.2439 -1.3458 0.025 -0.116 -0.085 0.00
H 3.9204 1.3840 -1.0909 0.003 -0.161 -0.048 0.00
O -0.8850 2.5683 -2.8796 -0.077 -0.065 0.164 0.00
H -0.8425 1.9250 -2.1369 -0.006 0.278 -0.274 0.00
H -1.3910 2.1114 -3.5590 0.065 -0.095 0.055 0.00
O -1.9513 -0.5481 -3.3084 -0.054 0.168 0.190 0.00
H -1.7931 -0.0333 -2.4886 -0.006 -0.376 -0.302 0.00
H -1.2922 -1.2463 -3.2850 0.103 0.109 -0.037 0.00
```
Forces are in eV/Å.

## Properties
- gap between HOMO and LUMO (spin up / spin down) (eV) = 6.598 / 6.644
- total energy (eV) = -76803.5083
- ⟨S²⟩ = 8.757
- charge = -2
- multiplicity = 6

=====

No. 5
This record from the Open Molecules 2025 dataset describes 5 unconnected molecules or ions with the total composition C28H42F3N5O3PS at a distorted geometry. The level of theory is wB97M-V/def2-TZVPD.

Structure (XYZ):
```
83
Properties=species:S:1:pos:R:3:forces:R:3:lowdin_charge:R:1
C 5.0141 -0.1619 -0.2552 -0.042 0.364 0.511 -0.06
C 3.5705 0.5161 -0.2277 0.558 -0.349 1.025 -0.23
O 2.6617 -0.0247 -1.2517 -0.944 0.447 1.690 -0.16
C 1.3659 -0.0154 -0.5841 -0.336 0.462 -1.206 -0.22
C 0.1535 -0.1814 -1.6162 0.142 -0.589 -0.472 -0.08
C -1.1963 -0.1915 -0.7709 3.095 -0.179 2.245 -0.25
N -2.3552 -1.0361 -1.2698 -1.445 1.146 1.091 0.09
C -3.4195 -0.8041 -0.1988 -1.247 2.206 0.984 -0.58
S -3.3314 -1.8020 1.3544 0.480 -0.251 -0.741 0.76
C -3.3186 0.8133 -0.0960 -0.534 -0.920 -0.579 -0.15
C -1.7167 1.1753 -0.0796 -3.061 1.132 -1.823 -0.41
C -1.5867 2.5280 -0.9303 0.079 0.094 -0.264 -0.14
C -0.9865 3.7759 -0.1395 0.290 0.669 -0.695 -0.09
C 0.5913 3.8886 -0.1762 0.823 -0.313 -0.504 -0.13
F 1.2297 4.1650 1.0598 -1.305 -0.380 -2.713 0.02
C 1.4085 3.7886 -1.2970 0.382 0.622 1.851 -0.18
F 2.7783 4.0802 -1.1361 -3.245 -1.012 -1.090 0.06
F 1.0086 3.4709 -2.5881 1.044 0.800 2.797 0.08
P -1.3393 1.1431 1.7746 1.067 -3.337 2.299 0.94
O -2.5432 1.9319 2.6855 1.730 0.228 -1.132 -0.28
O 0.2339 1.6850 2.1368 -1.575 0.454 -0.837 -0.29
H 4.9686 -1.1813 -0.7585 0.071 1.424 0.511 0.09
H 5.3289 -0.3237 0.8368 -0.429 0.209 -1.561 0.08
H 5.8208 0.5135 -0.7061 -1.306 -1.103 0.370 0.06
H 3.1023 0.2377 0.7851 0.818 0.443 -1.266 0.10
H 3.5977 1.6631 -0.2594 0.017 -1.600 -0.205 0.13
H 1.3194 -0.8725 0.1690 0.041 1.151 -0.665 0.14
H 1.2652 1.0164 -0.1141 -0.163 -1.387 -0.138 0.10
H 0.2144 0.6149 -2.4212 -0.193 -0.825 1.048 0.12
H 0.2584 -1.1891 -2.1614 -0.151 1.373 0.823 0.14
H -0.8783 -0.7989 0.1569 -0.495 0.686 -1.236 0.10
H -2.1962 -2.0543 -1.2771 0.354 0.490 -0.712 0.19
H -2.8343 -0.6277 -2.0972 0.887 -0.905 -0.090 0.17
H -4.4648 -0.9911 -0.6113 1.480 -0.304 0.464 0.12
H -1.9936 -1.8488 1.7077 -0.933 0.538 -0.535 -0.12
H -3.9869 1.3139 0.6696 1.109 -0.934 -0.497 0.13
H -3.8410 1.1063 -1.0823 1.244 0.011 1.115 0.12
H -2.6231 2.8547 -1.3035 1.495 -0.556 0.643 0.12
H -0.9848 2.2905 -1.8631 -0.594 0.574 1.135 0.10
H -1.3822 4.7129 -0.6753 0.582 -1.309 0.787 0.14
H -1.4104 3.8597 0.9250 0.951 -0.306 -1.421 0.13
H -2.4897 1.5144 3.5776 -0.059 0.367 -0.878 0.07
H 0.7682 0.9122 2.4201 -0.706 0.539 -0.114 0.05
N -4.6892 0.0958 -4.5222 0.240 -0.036 0.088 -0.02
C -5.5880 -0.8315 -4.0605 -0.077 -0.165 0.165 -0.16
C -6.0668 -1.5315 -5.1385 0.024 -0.050 0.237 -0.10
C -5.4293 -1.0135 -6.2943 0.201 0.196 -0.009 -0.09
C -4.5830 -0.0131 -5.8838 0.012 -0.028 -0.185 -0.13
H -4.1864 0.7531 -3.9505 -0.185 0.085 -0.225 0.12
H -5.8099 -0.9096 -3.0063 -0.133 0.022 -0.084 0.09
H -6.7938 -2.3286 -5.1009 0.058 0.081 0.003 0.10
H -5.5739 -1.3374 -7.3137 0.006 0.047 0.093 0.10
H -3.9185 0.6295 -6.4404 -0.092 -0.055 0.015 0.11
N 4.4671 -2.2644 3.5329 0.031 0.062 -0.031 0.00
C 3.3817 -1.4307 3.5723 -0.065 0.025 -0.032 -0.17
C 3.5646 -0.5449 4.6058 -0.186 -0.002 -0.191 -0.12
C 4.8091 -0.8521 5.2087 0.216 -0.112 0.018 -0.10
C 5.3443 -1.9151 4.5241 -0.019 0.005 0.034 -0.13
H 4.6000 -3.0161 2.8772 0.003 0.105 0.112 0.15
H 2.5741 -1.5405 2.8640 0.033 -0.033 0.070 0.09
H 2.8794 0.2381 4.8953 0.067 -0.052 -0.001 0.09
H 5.2633 -0.3506 6.0498 -0.035 -0.048 -0.084 0.10
H 6.2704 -2.4523 4.6573 -0.082 0.063 0.022 0.11
N 8.2755 2.2204 -0.1863 -0.006 0.046 0.030 0.00
C 7.1878 3.0515 -0.1416 -0.095 -0.017 0.006 -0.16
C 7.3714 3.9340 0.8939 -0.186 -0.037 -0.154 -0.11
C 8.6188 3.6279 1.4929 0.203 -0.136 0.016 -0.11
C 9.1550 2.5685 0.8038 0.026 -0.025 0.062 -0.14
H 8.4085 1.4711 -0.8446 0.026 0.142 0.079 0.14
H 6.3788 2.9425 -0.8478 0.058 0.069 0.048 0.10
H 6.6852 4.7142 1.1870 0.059 -0.059 -0.040 0.09
H 9.0739 4.1281 2.3344 -0.028 -0.046 -0.083 0.09
H 10.0829 2.0331 0.9327 -0.075 0.069 0.012 0.11
N -6.1778 -4.4103 1.7465 0.018 -0.028 0.003 -0.01
C -7.0731 -5.3362 2.2109 -0.063 -0.014 0.010 -0.13
C -7.5549 -6.0370 1.1331 -0.012 0.005 0.244 -0.10
C -6.9231 -5.5192 -0.0245 0.147 0.149 -0.144 -0.11
C -6.0767 -4.5188 0.3846 -0.023 0.040 -0.063 -0.17
H -5.6725 -3.7536 2.3167 -0.081 -0.133 -0.060 0.12
H -7.2904 -5.4150 3.2648 -0.008 -0.015 -0.102 0.11
H -8.2808 -6.8349 1.1733 0.072 0.070 0.003 0.10
H -7.0708 -5.8432 -1.0437 0.015 0.024 0.089 0.09
H -5.4139 -3.8754 -0.1738 -0.042 -0.084 0.017 0.08
```
Forces are in eV/Å.

## Properties
- gap between HOMO and LUMO (eV) = 6.451
- total energy (eV) = -71574.2659
- charge = +1
- multiplicity = 1